DFT (the ωB97M-V functional and the def2-TZVPD basis) results for a molecular structure, C28H37N4O3PS2Ti at a distorted geometry.

```
76
Properties=species:S:1:pos:R:3:forces:R:3:mulliken_charge:R:1
Ti 0.497 0.686 0.220 0.721 -0.067 -1.420 -0.62
O 1.298 3.527 3.140 0.112 0.075 0.065 -0.91
C 1.232 2.553 2.372 -0.290 -0.024 -0.010 0.01
N 0.379 2.372 1.372 0.092 0.500 0.438 0.45
C -0.445 3.493 1.007 0.034 -0.198 0.089 -1.13
C -0.669 3.457 -0.475 -0.021 -0.005 0.030 0.82
C -1.039 4.599 -1.175 -0.070 0.081 0.051 -1.08
C -1.195 4.531 -2.543 0.002 0.038 -0.021 -0.30
C -0.957 3.321 -3.172 -0.041 -0.112 -0.017 -0.99
C -0.590 2.227 -2.409 0.091 -0.053 -0.139 -0.20
N -0.459 2.284 -1.080 -0.462 0.471 0.182 0.74
C 2.218 1.423 2.479 0.061 0.271 0.031 0.52
C 3.244 1.457 3.407 0.027 0.028 0.221 -0.56
C 4.164 0.427 3.431 -0.052 0.053 -0.003 -0.51
C 4.028 -0.593 2.500 0.063 -0.097 0.040 -0.76
C 3.000 -0.534 1.584 -0.005 -0.076 -0.279 -0.45
N 2.118 0.465 1.558 0.268 -0.011 1.065 1.04
H -1.414 3.471 1.520 -0.106 -0.001 0.049 0.10
H 0.034 4.429 1.296 0.065 0.139 0.020 0.60
H -1.186 5.528 -0.637 0.016 -0.020 0.019 0.45
H -1.482 5.409 -3.112 0.012 -0.005 0.004 0.38
H -1.043 3.213 -4.245 0.019 -0.015 -0.009 0.44
H -0.375 1.268 -2.860 0.036 -0.049 0.035 0.13
H 3.277 2.296 4.088 -0.007 0.000 -0.005 0.52
H 4.968 0.412 4.157 0.013 0.017 -0.011 0.38
H 4.712 -1.431 2.475 0.001 0.004 -0.023 0.44
H 2.884 -1.279 0.809 0.001 -0.040 -0.061 0.37
C 0.962 -3.387 -5.171 0.064 0.024 -0.013 -1.00
C 0.320 -3.314 -3.793 0.042 0.062 -0.049 -0.16
O 1.263 -2.955 -2.809 -0.051 0.105 0.164 -0.35
P 1.335 -1.387 -2.108 0.069 -0.767 -0.663 -0.32
S 2.418 1.359 -0.984 -0.187 -0.225 -0.424 -0.65
S -0.621 -0.929 -1.705 0.323 0.067 0.098 -0.68
O 1.518 -0.556 -3.555 -0.072 0.034 -0.024 -0.15
C 2.840 -0.314 -4.001 0.034 0.057 0.106 -0.26
C 2.863 1.018 -4.720 0.013 0.116 -0.008 -1.17
H 0.229 -3.701 -5.924 0.055 0.006 0.041 0.39
H 1.794 -4.100 -5.170 -0.062 0.038 -0.012 0.24
H 1.351 -2.405 -5.446 -0.038 -0.056 -0.002 0.12
H -0.094 -4.293 -3.526 -0.023 -0.031 0.028 0.37
H -0.510 -2.603 -3.809 -0.048 0.054 0.039 0.18
H 3.164 -1.126 -4.667 -0.021 -0.042 -0.005 0.34
H 3.521 -0.272 -3.144 0.000 -0.019 0.016 0.39
H 2.066 1.057 -5.470 0.082 -0.013 0.018 0.28
H 3.829 1.176 -5.218 -0.083 0.002 0.044 0.40
H 2.701 1.811 -3.984 -0.013 -0.060 -0.065 0.15
C 0.736 -3.275 1.354 -0.049 -0.081 0.099 -1.03
C 0.003 -2.962 2.663 0.085 0.182 -0.087 0.45
C 0.849 -2.100 3.613 -0.025 -0.031 -0.058 -1.24
C -1.359 -2.325 2.449 0.006 -0.086 0.122 0.82
C -2.464 -2.987 2.972 0.011 0.024 -0.056 -0.70
C -3.754 -2.478 2.893 0.100 0.057 -0.047 -1.51
C -3.920 -1.249 2.269 0.044 -0.015 0.027 -0.06
C -2.853 -0.541 1.735 0.097 0.029 -0.021 -0.25
C -3.129 0.805 1.092 -0.194 -0.168 0.072 3.44
C -3.636 1.817 2.122 -0.015 0.009 -0.005 -1.64
C -4.085 0.693 -0.098 0.031 -0.011 -0.016 -1.64
C -1.512 -1.059 1.796 0.095 -0.001 -0.176 -0.20
N -0.485 -0.374 1.236 -1.095 -0.307 0.604 0.64
H 1.730 -3.693 1.555 -0.056 0.014 -0.002 0.43
H 0.843 -2.380 0.749 0.015 0.064 -0.081 -0.37
H 0.171 -3.997 0.760 0.011 0.018 0.004 0.39
H -0.179 -3.917 3.165 -0.016 -0.058 0.053 0.47
H 0.905 -1.077 3.238 0.007 -0.054 0.036 0.07
H 1.868 -2.491 3.709 -0.071 0.008 -0.001 0.37
H 0.390 -2.074 4.606 0.002 0.010 -0.007 0.41
H -2.304 -3.945 3.461 0.037 -0.003 0.000 0.28
H -4.599 -3.020 3.302 0.010 0.000 -0.002 0.32
H -4.920 -0.826 2.197 0.024 0.018 -0.017 0.27
H -2.180 1.154 0.707 0.242 0.131 -0.075 -1.85
H -4.538 1.443 2.619 0.037 0.046 -0.019 0.33
H -3.884 2.774 1.649 0.047 -0.043 0.024 0.39
H -2.876 1.994 2.889 -0.054 -0.014 -0.025 0.37
H -5.077 0.347 0.217 0.054 0.016 -0.030 0.33
H -3.687 -0.014 -0.831 -0.039 0.040 0.032 0.31
H -4.203 1.667 -0.588 -0.007 -0.053 0.022 0.41
```
Positions in Å, forces in eV/Å.

Output
E, Eh: -3521.296622
Frontier orbital gap, Ha: 0.18358
Total charge: -2
E_LUMO, hartree: 0.16946
E_HOMO, eV: -0.384
ΔE to the lowest compared entry with this formula, charge and spin, kcal/mol: 21.50

DFT (the ωB97M-V functional and the def2-TZVPD basis) results for a molecular structure, C28H37N8OS3Zr at a distorted geometry.

```
78
Properties=species:S:1:pos:R:3:forces:R:3:mulliken_charge:R:1
Zr 0.614 0.340 -0.115 0.812 0.612 -0.847 -0.36
C -0.706 -2.680 -0.900 0.039 -0.019 -0.019 -1.22
N -0.899 -1.317 -1.461 -0.091 0.211 0.098 1.72
C -2.319 -0.884 -1.243 0.039 -0.090 0.003 -1.37
C -2.438 0.119 -0.126 0.056 0.080 0.153 -0.77
N -1.526 1.288 -0.354 -0.407 -0.010 0.031 2.11
C -1.751 1.850 -1.709 0.032 -0.061 0.128 -1.91
C -1.802 2.276 0.694 -0.046 -0.099 -0.042 -0.36
C -2.650 3.351 0.468 0.023 0.014 0.088 -0.38
C -2.950 4.233 1.497 0.001 -0.025 -0.015 -1.02
C -2.418 4.022 2.759 0.000 0.016 -0.010 -0.74
C -1.579 2.943 2.983 0.047 -0.004 0.045 -0.88
C -1.247 2.062 1.956 0.027 -0.003 0.088 0.80
S -0.156 0.713 2.278 -0.039 0.025 -0.063 -0.52
C -0.660 -1.405 -2.905 -0.006 -0.003 0.005 -0.53
C -1.492 -2.205 -3.686 0.021 0.016 -0.052 -0.46
C -1.288 -2.308 -5.049 -0.008 0.010 -0.009 -0.97
C -0.238 -1.610 -5.637 0.009 -0.007 0.010 -0.63
C 0.586 -0.820 -4.863 -0.004 -0.007 0.003 -0.89
C 0.385 -0.703 -3.482 0.027 0.008 -0.044 1.11
S 1.449 0.325 -2.542 -0.087 0.060 0.140 -0.21
H -1.390 -3.381 -1.383 0.040 -0.009 0.035 0.52
H -0.902 -2.655 0.166 -0.010 -0.049 0.125 0.07
H 0.318 -2.996 -1.091 0.006 -0.012 0.012 0.35
H -2.950 -1.748 -1.018 0.031 0.001 0.026 0.45
H -2.687 -0.459 -2.172 -0.043 -0.006 0.002 0.61
H -2.158 -0.326 0.832 -0.030 -0.017 0.001 0.27
H -3.468 0.479 -0.040 -0.001 -0.013 -0.086 0.55
H -2.821 1.950 -1.907 0.008 0.014 -0.059 0.48
H -1.302 1.205 -2.460 -0.012 0.015 -0.027 0.31
H -1.280 2.826 -1.759 -0.044 -0.004 -0.001 0.47
H -3.087 3.517 -0.505 -0.017 0.014 -0.011 0.45
H -3.610 5.069 1.309 0.007 0.009 0.003 0.46
H -2.654 4.697 3.571 -0.007 -0.005 0.001 0.44
H -1.162 2.770 3.967 0.005 0.003 -0.006 0.55
H -2.307 -2.752 -3.228 -0.010 0.018 -0.015 0.37
H -1.942 -2.926 -5.648 0.007 -0.008 0.002 0.42
H -0.064 -1.686 -6.702 -0.007 -0.001 -0.002 0.40
H 1.407 -0.276 -5.313 -0.004 0.008 -0.001 0.51
N 4.539 -0.983 -1.179 0.070 0.095 0.095 -0.36
C 3.479 -0.792 -0.380 -0.113 -0.316 0.021 0.70
S 3.179 0.809 0.250 -0.223 -0.204 -0.040 -0.56
N 2.724 -1.834 -0.145 -0.091 0.250 0.120 -1.10
N 1.624 -1.556 0.703 0.104 -0.323 0.176 0.84
C 1.550 -2.387 1.671 0.007 0.005 0.045 -0.99
C 0.486 -2.536 2.682 0.057 -0.020 0.010 0.92
C 0.883 -2.951 3.948 -0.076 0.049 0.072 -0.93
C -0.083 -3.093 4.933 0.080 0.005 -0.036 -0.45
C -1.403 -2.851 4.603 -0.070 -0.001 -0.041 -0.72
C -1.706 -2.482 3.297 0.018 0.003 0.090 -0.23
N -0.789 -2.323 2.354 0.020 0.033 -0.151 -0.08
H 5.110 -0.207 -1.453 -0.011 0.024 -0.035 0.21
H 4.671 -1.883 -1.610 0.001 0.001 0.006 0.26
H 2.399 -3.060 1.775 -0.043 -0.050 -0.037 0.42
H 1.927 -3.142 4.156 0.010 -0.006 0.002 0.48
H 0.194 -3.396 5.934 -0.006 -0.003 0.002 0.44
H -2.194 -2.960 5.332 0.003 0.008 0.002 0.41
H -2.735 -2.305 3.005 0.015 -0.016 -0.009 0.45
C 1.983 3.569 2.162 -0.092 0.008 0.023 -0.84
N 1.796 4.262 0.898 -0.018 -0.049 -0.113 0.36
C 1.738 5.714 0.998 0.023 -0.001 0.011 -1.29
C 1.493 3.613 -0.242 0.052 -0.061 -0.134 -0.03
O 0.879 2.503 -0.239 -0.115 -0.065 0.217 1.09
N 1.829 4.204 -1.409 0.026 -0.052 0.035 0.25
C 1.206 3.815 -2.665 0.073 -0.048 -0.047 -0.68
C 3.082 4.935 -1.575 -0.092 0.121 -0.031 -1.10
H 2.915 3.912 2.614 0.000 -0.012 0.006 0.42
H 2.034 2.499 2.009 -0.014 -0.043 0.002 0.04
H 1.158 3.787 2.841 -0.031 -0.012 0.030 0.22
H 1.074 5.968 1.827 0.004 0.013 -0.011 0.38
H 1.333 6.139 0.084 0.001 0.010 0.001 0.38
H 2.717 6.155 1.198 0.010 -0.026 0.018 0.35
H 0.576 2.945 -2.529 0.047 0.052 -0.004 -0.17
H 1.979 3.544 -3.384 -0.017 -0.025 -0.004 0.32
H 0.630 4.651 -3.069 0.003 0.005 -0.002 0.30
H 3.473 5.296 -0.632 0.012 -0.059 0.028 0.39
H 2.918 5.789 -2.233 0.017 0.014 0.021 0.34
H 3.822 4.275 -2.032 -0.004 0.013 -0.029 0.33
```
Positions in Å, forces in eV/Å.

Output
E, Eh: -2844.037105
Frontier orbital gap, Ha: 0.26489
Total charge: +1
E_LUMO, hartree: -0.10788
E_HOMO, eV: -10.143
ΔE to the lowest compared entry with this formula, charge and spin, kcal/mol: 18.03